66
Properties=species:S:1:pos:R:3:nbo_charge:R:1 method="wB97M-V/def2-TZVPD" homo_energy_ev=-8.864 smiles="CCOC(=O)[C@H]1CCCN(S(=O)(=O)c2cc(OCC(=O)NC3CCCCC3)c(C)cc2Cl)C1" homo_lumo_gap_ev=9.36 e_tot_ha=-2315.60502
C 4.618 0.360 -1.429 -0.635
C 4.203 -0.980 -0.853 -0.074
H 3.992 -0.914 0.218 0.201
H 4.971 -1.747 -1.012 0.186
O 2.998 -1.399 -1.504 -0.517
C 2.564 -2.621 -1.226 0.823
O 3.173 -3.442 -0.594 -0.606
C 1.219 -2.859 -1.911 -0.330
C 0.806 -4.331 -1.860 -0.399
C 0.400 -4.729 -0.443 -0.427
C -0.714 -3.816 0.057 -0.225
N -0.324 -2.421 0.004 -0.698
S 0.440 -1.769 1.330 2.344
O 1.765 -1.322 1.019 -0.949
O 0.251 -2.633 2.453 -0.923
C -0.536 -0.279 1.598 -0.380
C -1.866 -0.349 1.962 0.058
C -2.563 0.814 2.266 -0.237
C -1.942 2.048 2.195 -0.057
C -0.596 2.116 1.790 0.358
C 0.096 0.948 1.499 -0.290
H 1.131 0.939 1.201 0.263
O -0.064 3.370 1.701 -0.512
C 1.183 3.513 1.052 -0.164
C 1.140 3.046 -0.412 0.657
O 2.120 2.621 -0.984 -0.628
N -0.075 3.180 -0.965 -0.627
H -0.820 3.552 -0.398 0.401
C -0.443 2.650 -2.260 -0.049
C -1.433 1.490 -2.097 -0.409
C -2.797 1.966 -1.604 -0.404
C -3.362 3.036 -2.534 -0.399
C -2.399 4.214 -2.645 -0.400
C -1.034 3.748 -3.149 -0.405
H -1.142 3.350 -4.159 0.206
H -0.341 4.590 -3.191 0.216
H -2.802 4.959 -3.334 0.215
H -2.294 4.696 -1.671 0.185
H -4.329 3.379 -2.162 0.209
H -3.519 2.606 -3.525 0.196
H -3.479 1.115 -1.557 0.217
H -2.711 2.362 -0.590 0.188
H -1.549 1.000 -3.065 0.206
H -1.022 0.762 -1.394 0.216
H 0.489 2.280 -2.701 0.238
H 1.401 4.585 1.081 0.222
H 1.985 2.982 1.574 0.207
C -2.668 3.310 2.542 -0.627
H -2.198 3.780 3.403 0.233
H -2.615 4.023 1.720 0.219
H -3.710 3.106 2.771 0.219
H -3.598 0.747 2.561 0.228
Cl -2.648 -1.869 2.033 0.032
C 0.133 -1.966 -1.285 -0.220
H -0.737 -1.937 -1.953 0.203
H 0.524 -0.955 -1.159 0.238
H -1.617 -3.931 -0.554 0.192
H -0.953 -4.037 1.097 0.245
H 1.261 -4.634 0.218 0.236
H 0.058 -5.765 -0.426 0.213
H -0.035 -4.488 -2.541 0.198
H 1.640 -4.951 -2.191 0.228
H 1.347 -2.537 -2.951 0.237
H 3.824 1.089 -1.295 0.245
H 5.513 0.710 -0.923 0.210
H 4.828 0.265 -2.492 0.203